99
Properties=species:S:1:pos:R:3:forces:R:3 method="wB97M-V/def2-TZVPD" spin_multiplicity=2 relative_energy_kj_mol=0.0 lumo_energy_ev="-3.509 / -3.863" homo_lumo_gap_ha="0.2540 / 0.2424" total_charge=+1
Ru 0.08504 -0.23620 -0.39063 -0.10 -0.54 -0.91
C 1.85356 2.70208 -0.68628 0.03 -0.31 -0.10
C 2.71737 1.86980 -1.62853 -0.08 -0.05 0.10
P 2.33936 0.07021 -1.35662 0.00 0.14 0.10
C 2.48776 -0.66292 -3.00947 0.10 0.07 0.04
C 3.48295 -0.16416 -3.85213 0.03 0.01 -0.05
C 3.63741 -0.67407 -5.13080 -0.02 0.00 0.02
C 2.79734 -1.68529 -5.57737 0.01 -0.01 0.00
C 1.81663 -2.19252 -4.73853 0.01 -0.02 -0.03
C 1.66182 -1.69030 -3.45477 -0.09 0.01 0.07
C 3.78072 -0.47902 -0.39940 -0.01 0.20 0.03
C 4.21609 0.29424 0.67457 0.09 0.03 -0.03
C 5.31199 -0.10231 1.42631 0.01 0.00 -0.02
C 5.98178 -1.27332 1.10119 0.00 0.00 0.01
C 5.55381 -2.04210 0.02823 0.00 -0.01 0.00
C 4.45412 -1.65165 -0.71960 -0.01 -0.05 -0.01
P 0.12729 2.05405 -0.77241 0.07 0.61 0.13
C -0.24335 2.14017 -2.55204 0.04 0.07 -0.01
C -0.02918 3.31691 -3.27556 0.01 -0.03 0.01
C -0.19634 3.33124 -4.64862 -0.02 -0.02 0.00
C -0.57795 2.17177 -5.31696 0.01 0.01 -0.02
C -0.79032 0.99968 -4.61142 0.00 0.00 0.00
C -0.62415 0.98855 -3.23283 0.02 -0.07 0.03
C -0.74339 3.52683 -0.08491 0.00 -0.07 -0.01
C -0.20561 4.20251 1.01242 0.02 -0.09 0.07
C -0.78002 5.37114 1.48677 -0.03 0.01 0.00
C -1.89762 5.90193 0.85997 0.02 0.00 -0.01
C -2.41389 5.27100 -0.26090 0.01 0.00 0.02
C -1.83684 4.10096 -0.73108 -0.03 -0.04 -0.08
H 1.87572 3.76932 -0.90738 -0.04 -0.01 -0.10
H 2.17574 2.57302 0.34924 0.01 0.05 0.00
H 3.77818 2.05469 -1.46025 0.00 -0.03 -0.01
H 2.48931 2.11463 -2.66643 -0.02 0.00 0.02
H 4.15806 0.61277 -3.51403 -0.01 0.01 0.02
H 4.41683 -0.28651 -5.77292 0.00 0.00 -0.01
H 2.91897 -2.08676 -6.57473 0.00 0.00 0.00
H 1.17615 -2.99696 -5.07496 -0.01 0.00 0.01
H 0.90668 -2.11315 -2.80522 0.04 0.04 -0.09
H 3.70748 1.21517 0.93841 0.00 -0.01 -0.01
H 5.64448 0.50289 2.25949 0.00 0.00 0.00
H 6.83885 -1.58571 1.68269 0.00 0.00 0.00
H 6.07228 -2.95716 -0.22447 0.00 0.00 0.00
H 4.11079 -2.26845 -1.53944 -0.01 0.01 0.00
H 0.27148 4.22481 -2.76604 0.00 0.00 0.02
H -0.02680 4.24468 -5.20259 0.00 0.01 0.00
H -0.70396 2.18627 -6.39131 0.00 0.00 0.00
H -1.07221 0.09114 -5.12620 0.00 0.00 -0.01
H -0.78494 0.04821 -2.70400 -0.01 0.02 -0.01
H 0.68811 3.84323 1.50051 0.03 -0.10 0.05
H -0.34250 5.87382 2.33888 0.00 0.00 0.01
H -2.34618 6.81518 1.22699 0.00 0.00 0.00
H -3.26270 5.69361 -0.78157 0.00 0.00 -0.01
H -2.23599 3.65421 -1.62979 -0.01 -0.05 -0.01
C -3.45495 1.33797 -0.66203 -0.09 -0.09 0.08
As -2.42559 -0.23203 -0.16873 0.00 0.12 0.14
C -3.28487 -1.49881 -1.35805 -0.14 0.07 0.10
C -3.29625 -0.48776 1.56890 0.00 0.05 -0.07
C -2.65120 -1.45773 2.56338 0.09 0.13 -0.08
C -2.56449 -2.82278 1.89650 -0.01 -0.08 0.04
C -1.33399 -0.83617 3.06719 0.07 -0.14 -0.01
As 0.22780 -0.32776 1.97856 0.12 0.10 0.09
C 1.74267 -1.32609 2.64436 -0.05 0.04 0.10
C 0.53887 1.35875 2.89145 -0.02 0.00 -0.03
C -3.58604 -1.51953 3.78804 -0.10 0.10 0.07
As -3.44088 -2.81469 5.29907 0.06 -0.02 -0.06
C -1.53217 -3.28455 5.38989 -0.02 -0.03 0.05
C -4.05246 -4.45527 4.41028 -0.02 0.01 0.02
H -4.50301 1.07864 -0.50461 0.01 0.00 -0.05
H -3.31000 1.60423 -1.70689 0.07 0.00 0.00
H -3.20461 2.17295 -0.01606 -0.01 0.03 -0.01
H -4.34516 -1.49483 -1.10058 0.02 -0.01 -0.05
H -2.85898 -2.48753 -1.25282 0.00 -0.02 0.01
H -3.16646 -1.15566 -2.38534 0.05 0.01 0.01
H -4.30259 -0.83387 1.31480 0.01 0.03 -0.01
H -3.39631 0.51708 1.99165 0.02 -0.02 0.05
H -2.08194 -2.77550 0.92450 0.02 0.00 0.00
H -3.57821 -3.21027 1.76402 0.01 0.00 -0.02
H -2.00099 -3.54094 2.48480 0.02 0.01 -0.01
H -0.90796 -1.44319 3.86681 0.02 -0.02 -0.09
H -1.60377 0.12412 3.51639 0.01 -0.03 0.05
H 1.74638 -1.19078 3.72742 0.04 -0.03 0.00
H 2.65102 -0.90562 2.21596 -0.06 -0.01 0.02
H 1.65570 -2.37233 2.37369 -0.04 0.05 0.02
H 0.52738 1.17102 3.96585 0.03 -0.02 -0.01
H -0.25997 2.05857 2.65333 0.02 0.04 -0.02
H 1.50696 1.77972 2.62281 0.00 0.01 -0.06
H -4.60957 -1.69124 3.43656 0.01 -0.03 -0.01
H -3.60638 -0.53654 4.26960 -0.01 -0.01 -0.01
H -0.96549 -2.48991 5.87494 0.01 0.01 -0.02
H -1.08505 -3.53420 4.42894 -0.01 -0.01 0.00
H -1.47286 -4.16479 6.03097 0.00 0.01 0.01
H -5.01449 -4.26591 3.93413 0.00 -0.01 0.00
H -4.20511 -5.21034 5.18053 0.01 0.00 0.00
H -3.35173 -4.83640 3.67133 0.00 0.00 0.01
O 0.75337 -4.22919 -1.09345 0.06 -0.07 -0.08
S 0.49344 -3.04395 -0.34481 -0.09 0.67 -0.73
O -0.59738 -2.18337 -1.04618 0.03 -0.24 0.40
O 1.62728 -2.02207 -0.47166 -0.06 -0.10 0.82
O 0.15991 -3.20362 1.05108 -0.09 -0.24 0.11

***

21
Properties=species:S:1:pos:R:3:forces:R:3 method="wB97M-V/def2-TZVPD" spin_multiplicity=1 relative_energy_kj_mol=300.6 lumo_energy_ev=0.874 homo_lumo_gap_ha=0.3592 total_charge=0
N -0.44342 0.42937 1.09894 2.54 -0.34 3.23
C 1.94260 1.68522 -0.30645 2.82 1.54 -0.39
C 1.19281 0.54205 -0.91680 1.80 -2.25 3.21
C 0.65526 -0.35982 0.35048 -0.04 -0.59 -2.49
C -0.09883 -1.62853 -0.15391 -0.43 1.64 -1.86
N -0.19883 -2.79576 0.70255 0.24 -0.17 0.23
H -0.00582 1.25718 1.71054 -1.03 -2.28 -1.81
H -0.74625 -0.27136 1.88769 0.54 1.65 -1.83
H 3.08710 1.64611 -0.52644 -1.83 -0.22 0.46
H 1.88024 1.76166 0.79291 -0.24 0.22 -0.56
H 1.66058 2.61566 -0.82234 -0.06 0.02 0.68
H 0.36329 0.90962 -1.37788 -2.35 0.72 -1.67
H 1.92355 0.07002 -1.62220 -1.22 -0.39 0.61
H 1.58687 -0.80705 0.78918 -0.76 1.09 0.80
H 0.21459 -1.89686 -1.21923 0.15 0.24 1.35
H -1.16119 -1.15813 -0.33722 1.57 -1.45 0.47
H 0.31587 -3.33109 1.42626 0.22 1.59 -1.26
H -1.15219 -2.90707 0.79478 -1.99 -1.04 0.78
H -3.05791 1.31277 -1.18160 2.22 -0.75 -0.66
H -4.06477 1.27867 -0.11027 -0.18 0.04 0.17
O -3.89356 1.64732 -0.97898 -1.99 0.71 0.52

***

68
Properties=species:S:1:pos:R:3:forces:R:3 method="wB97M-V/def2-TZVPD" spin_multiplicity=1 relative_energy_kj_mol=0.0 lumo_energy_ev=2.215 homo_lumo_gap_ha=0.3033 total_charge=-1
N -1.08404 -0.25909 0.36555 -0.83 0.06 -0.93
O -2.29329 -0.02853 0.24388 -1.05 -1.59 -0.26
O -0.42463 0.69837 0.74341 2.39 0.18 0.72
O -0.57069 -1.38729 0.03499 -0.37 0.94 0.62
C -3.26041 -3.60582 -0.57869 0.74 -0.50 -0.40
C -2.81621 -4.66870 0.43169 0.27 1.06 -0.14
O -4.00100 -5.11175 1.05303 -1.98 -1.04 0.35
S -5.35237 -4.78551 0.16958 -0.83 0.33 -0.66
O -6.54004 -4.50844 1.01838 3.70 -0.53 -2.01
O -5.52216 -5.75220 -0.93872 0.72 2.14 2.51
O -4.64951 -3.36823 -0.39670 -1.60 -1.47 0.61
H -3.07068 -4.03917 -1.56068 -0.13 0.65 -0.30
H -2.68233 -2.71463 -0.33436 -0.34 0.38 -0.64
H -2.19811 -4.12284 1.14451 -0.12 -0.59 0.47
H -2.24004 -5.45932 -0.04899 -0.30 -0.20 0.19
C 3.23001 -1.20957 -0.18640 -0.53 -1.85 -0.59
C 2.67592 -2.64590 -0.31140 -1.27 0.66 3.07
O 2.72534 -3.05689 -1.63012 -0.17 -1.53 -1.27
S 3.12596 -1.91516 -2.63483 -1.94 1.79 0.98
O 1.90353 -1.15452 -2.98110 3.10 -1.64 0.34
O 4.00820 -2.45373 -3.63495 -0.81 0.96 1.18
O 3.92146 -1.12900 -1.43081 0.80 1.21 -1.99
H 3.93223 -1.17063 0.64635 -0.01 0.54 -0.39
H 2.35770 -0.56324 -0.08930 0.45 0.62 -0.20
H 1.65837 -2.57427 0.07274 -0.38 -0.29 -0.51
H 3.16396 -3.32416 0.38852 0.52 -0.37 -0.68
O 4.97224 0.94400 4.46977 -1.41 -0.25 -0.45
S 3.83707 1.15052 3.59980 -1.19 0.63 -0.75
O 3.92268 0.79039 2.18820 -0.24 0.12 1.80
O 2.44524 0.36657 4.28189 2.24 1.81 -1.33
C 1.26724 0.36649 3.43026 -1.86 -0.98 0.41
C 0.12685 -0.24902 4.27583 0.57 -0.76 0.28
C 3.43159 2.98180 3.65281 -0.43 -0.78 0.94
H 1.34614 -0.30199 2.57293 0.63 0.29 -0.11
H 0.89251 1.32434 3.06941 0.78 0.37 0.08
H -0.83150 -0.34046 3.76464 0.15 0.59 -0.34
H -0.01922 0.20418 5.25632 0.05 0.36 -0.16
H 0.38050 -1.28987 4.47679 0.23 -0.12 0.14
H 4.11040 3.56459 3.03018 -0.05 -0.55 -0.26
H 3.52630 3.33851 4.67843 0.34 -0.40 0.13
H 2.38451 3.17687 3.42116 0.14 -0.35 -0.57
O -3.70216 1.96134 -1.44578 -0.81 -0.01 -1.16
S -4.50462 1.22772 -2.39284 -1.21 -1.94 0.61
O -5.65132 1.77100 -3.11807 1.98 -0.11 0.58
O -3.54077 0.51111 -3.48250 -1.39 1.81 -0.84
C -2.27277 0.04560 -3.07828 0.85 -1.24 0.98
C -1.47470 -0.58999 -4.22843 -0.75 -0.38 0.74
C -5.19817 -0.31312 -1.58968 0.63 1.20 -1.14
H -2.53225 -0.67997 -2.30736 0.73 -0.41 0.13
H -1.65609 0.78277 -2.56409 -0.35 0.47 -0.23
H -1.61062 -0.04903 -5.16491 0.47 0.21 0.15
H -1.76644 -1.62384 -4.41316 -0.45 0.00 -0.04
H -0.45710 -0.69993 -3.85357 0.21 0.49 -0.45
H -5.30178 -0.99864 -2.43077 0.14 -0.11 0.11
H -6.21112 -0.06022 -1.27653 0.34 0.06 0.47
H -4.48373 -0.66860 -0.84717 -0.32 0.11 0.13
C 2.16364 5.71052 0.08676 0.10 -0.02 -0.29
C 1.71248 4.50667 0.59924 -1.95 1.66 1.58
C 2.18991 3.29680 0.26843 1.18 -1.83 -1.06
C 3.28861 3.27842 -0.55847 0.59 -0.01 -1.13
C 3.74670 4.45117 -1.13650 0.63 -1.00 0.12
C 3.16595 5.65719 -0.85697 0.50 0.56 -0.30
H 1.69478 6.63360 0.39412 0.00 0.07 -0.04
H 0.89476 4.57352 1.30156 -0.29 -0.09 0.08
H 1.77659 2.32212 0.48191 -0.44 0.19 0.74
H 3.74960 2.36070 -0.89266 -0.04 -0.26 0.24
H 4.60669 4.40499 -1.78819 -0.02 0.02 -0.24
H 3.58420 6.47143 -1.43009 -0.34 0.62 0.35

***

48
Properties=species:S:1:pos:R:3:forces:R:3 method="wB97M-V/def2-TZVPD" spin_multiplicity=1 relative_energy_kj_mol=272.9 lumo_energy_ev=2.511 homo_lumo_gap_ha=0.2195 total_charge=-1
B -4.61165 1.72868 -0.89584 -0.86 -0.18 -0.25
O -4.08897 1.01888 -2.07896 3.98 -0.35 -0.30
C -2.62153 1.06499 -2.16197 -0.33 -0.73 -1.04
C -1.96550 -0.45973 -1.95568 -1.16 0.54 -0.58
N -0.49953 -0.50461 -2.41245 -0.05 -1.37 0.38
C 0.35166 -1.33284 -1.47523 -0.09 -0.57 0.36
C 0.56758 -0.69039 0.01894 -1.00 0.54 -0.17
C 0.93665 0.90676 0.04050 0.53 -0.61 0.26
O 1.63155 -1.45480 0.71751 -1.68 -1.02 -1.11
H -3.82305 1.94705 -0.05264 1.15 0.15 0.88
H -5.10788 2.75834 -1.22754 -0.41 1.07 -0.24
H -5.46803 1.05607 -0.41438 -0.85 -0.61 0.50
H -2.11685 1.82811 -1.40368 -1.13 -1.56 -1.58
H -2.35121 1.34789 -3.28989 -0.25 -0.39 2.29
H -2.08786 -0.78272 -0.83060 0.28 0.51 -2.27
H -2.60852 -1.15985 -2.66651 1.15 1.28 1.73
H -0.44353 -1.00851 -3.34849 -0.26 1.02 1.70
H 1.40939 -1.54756 -1.95048 -2.04 0.58 0.92
H -0.20897 -2.36626 -1.32703 1.29 1.57 0.01
H -0.43713 -0.84107 0.62521 1.97 0.36 -1.18
H -0.03969 1.57863 -0.00950 2.15 -1.56 0.00
H 1.51588 1.12236 1.06136 -1.43 -0.51 -2.14
H 1.68272 1.19887 -0.82815 -1.86 -0.93 1.75
H 1.34886 -2.42488 0.63188 0.59 2.07 0.21
F -3.23716 -4.05301 -0.35360 -0.01 -0.07 -0.10
C -2.85416 -3.86174 0.91579 0.26 0.21 0.91
C -1.98034 -4.76538 1.51038 0.03 -0.03 -0.07
C -1.57726 -4.56379 2.83040 -0.29 0.36 -0.07
C -2.06164 -3.46558 3.54530 0.03 -0.08 -0.04
C -2.94233 -2.56697 2.94130 0.20 -0.37 -0.15
C -3.33636 -2.76270 1.61787 -0.09 0.05 -0.09
H -1.62108 -5.61718 0.94221 -0.05 0.10 0.01
H -0.88830 -5.26022 3.30187 -0.12 0.09 -0.11
H -1.75049 -3.31120 4.57628 -0.05 -0.02 -0.19
H -3.32123 -1.71523 3.50101 0.06 -0.13 -0.18
H -4.01322 -2.06916 1.13003 0.07 -0.03 -0.02
F 2.21506 3.20322 -0.44174 0.30 0.61 -0.01
C 3.53974 3.31026 -0.27331 0.75 0.09 0.10
C 4.13444 2.74617 0.84998 -0.02 -0.03 0.07
C 5.51436 2.85293 1.02315 -0.12 0.25 -0.42
C 6.28349 3.53281 0.07553 -0.03 -0.03 0.04
C 5.67659 4.09996 -1.04605 -0.16 -0.23 0.33
C 4.29834 3.98335 -1.22453 -0.02 0.02 -0.04
H 3.51989 2.22906 1.57962 0.04 0.05 -0.14
H 5.98996 2.40866 1.89400 -0.13 0.07 -0.14
H 7.35915 3.61969 0.21327 -0.19 -0.01 -0.03
H 6.27670 4.63218 -1.78016 -0.14 -0.10 0.11
H 3.81147 4.41043 -2.09498 -0.01 -0.06 0.11